ORCA calculation (ωB97M-V/def2-TZVPD) on a structure of composition C45H53Cl3InN6O5S2Si in a non-equilibrium geometry.

Output
**LUMO**: 1.597 eV
**E_tot**: -138996.295 eV
**Net charge**: -1
**Relative energy (zero: lowest compared OMol25 entry of this formula, charge and spin)**: 260.2 kJ/mol
**HOMO**: -4.4 eV
**HOMO-LUMO gap**: 0.2204 Eh
**2S+1**: 1

Geometry (Å):
1 In 0.15 -0.72 -0.74
2 Cl -1.16 -1.11 4.01
3 Cl -1.95 -2.43 1.14
4 Cl -0.74 -4.35 3.42
5 S -4.34 -4.58 -5.34
6 S -2.71 2.19 -6.77
7 Si -0.44 -2.47 2.61
8 O -3.96 2.33 -6.04
9 O -2.60 1.00 -7.59
10 O 2.73 -1.53 -2.15
11 O -2.24 3.41 -7.40
12 O -1.29 1.27 -2.08
13 N -3.58 -1.90 -8.97
14 N -1.01 2.39 -2.23
15 N 1.81 1.31 -3.05
16 N -1.91 -2.23 -2.27
17 N -1.17 1.06 1.01
18 N 1.49 1.21 0.89
19 C 0.91 1.92 1.85
20 C -3.59 3.50 3.62
21 C -4.45 2.56 4.48
22 C -2.72 2.66 2.69
23 C 0.34 0.44 -4.69
24 C 3.11 4.20 4.70
25 C -0.59 1.91 1.86
26 C 3.05 2.60 2.73
27 C 3.00 -4.72 5.97
28 C 2.33 -3.05 1.99
29 C 2.77 -5.03 3.59
30 C 1.15 -2.06 2.00
31 C -2.78 -2.93 -8.68
32 C -0.73 0.63 -5.48
33 C 2.82 1.16 0.83
34 C -1.40 -3.30 -2.87
35 C 2.57 -3.67 3.39
36 C -4.87 -2.43 -7.02
37 C -1.23 2.85 -4.57
38 C -2.11 -4.07 -3.78
39 C -3.95 -2.57 -3.47
40 C 2.81 -3.35 5.79
41 C -3.30 1.80 1.77
42 C -1.48 1.89 -5.46
43 C -2.50 1.03 0.96
44 C 3.63 1.83 1.72
45 C -0.20 2.61 -3.49
46 C 2.10 -4.14 0.93
47 C 0.75 1.46 -3.74
48 C 3.53 -2.20 -3.12
49 C 2.60 -2.84 4.52
50 C 4.74 2.32 4.54
51 C -2.96 -3.76 -7.58
52 C -4.50 4.41 2.78
53 C -3.40 -3.68 -4.10
54 C 3.93 3.35 3.73
55 C -1.33 2.72 2.71
56 C 4.89 4.28 2.97
57 C 2.98 -5.56 4.87
58 C -2.76 4.38 4.56
59 C -4.59 -1.65 -8.14
60 C 1.67 2.62 2.79
61 C 3.61 -2.29 1.62
62 C -4.04 -3.51 -6.75
63 C -3.16 -1.88 -2.57
64 H 4.07 1.67 5.11
65 H 1.89 -3.65 -0.02
66 H -3.82 1.89 5.07
67 H 2.82 -2.68 6.64
68 H -3.54 -0.99 -2.07
69 H -3.43 4.95 5.21
70 H 2.44 3.58 5.32
71 H 1.43 -1.07 2.32
72 H 3.84 -1.53 2.38
73 H -1.95 -3.10 -9.37
74 H 3.24 0.53 0.05
75 H -2.92 0.34 0.24
76 H 1.25 -4.78 1.19
77 H 3.49 -1.81 0.65
78 H 3.14 -5.13 6.97
79 H 4.32 4.99 2.36
80 H 5.35 1.70 3.89
81 H -4.38 1.71 1.69
82 H -3.90 5.08 2.15
83 H 3.78 4.73 5.38
84 H 2.43 -1.78 4.39
85 H -2.11 3.78 5.20
86 H -0.37 -3.55 -2.60
87 H 5.50 4.84 3.68
88 H 2.50 4.94 4.17
89 H -5.71 -2.20 -6.38
90 H 2.77 -5.71 2.75
91 H -0.83 3.39 3.39
92 H 1.97 2.10 -2.43
93 H 0.34 3.53 -3.28
94 H -5.11 1.94 3.86
95 H -2.15 5.09 4.00
96 H -5.21 -0.79 -8.38
97 H -5.13 5.02 3.44
98 H 4.47 -2.98 1.58
99 H -5.15 3.83 2.13
100 H 3.09 -2.17 -4.12
101 H 0.94 -0.47 -4.75
102 H 1.16 3.17 3.57
103 H -2.29 -4.59 -7.39
104 H 4.71 1.75 1.63
105 H 5.56 3.72 2.31
106 H 2.62 -0.60 -2.40
107 H -1.76 3.79 -4.59
108 H 4.54 -1.77 -3.18
109 H 2.98 -4.78 0.80
110 H -4.96 -2.26 -3.68
111 H 3.63 -3.24 -2.81
112 H 3.12 -6.62 4.99
113 H -5.08 3.14 5.16
114 H -1.66 -4.94 -4.25
115 H -1.05 -0.11 -6.20
116 H 5.40 2.83 5.25

ORCA calculation (ωB97M-V/def2-TZVPD) on a structure of composition C17H81AlNO24 in a non-equilibrium geometry.

Output
**LUMO**: 1.384 eV
**E_tot**: -76174.526 eV
**Net charge**: -1
**HOMO**: -4.7 eV
**HOMO-LUMO gap**: 0.2249 Eh
**2S+1**: 1

Geometry (Å):
1 Al 0.47 1.55 1.55
2 O -4.60 -0.87 6.80
3 O -4.21 8.11 0.30
4 O -3.73 5.78 -2.03
5 O 4.49 0.29 -5.71
6 O -2.38 4.33 -4.21
7 O -0.10 0.99 -0.08
8 O 1.50 0.34 2.41
9 O -3.94 11.17 0.56
10 O 6.20 1.91 -7.60
11 O -3.90 5.72 -6.32
12 O -5.75 0.91 4.82
13 O 5.31 -7.08 3.60
14 O 2.57 -2.76 6.92
15 O 5.59 -3.15 -6.89
16 O -2.64 -0.76 0.46
17 O 6.48 3.28 -4.68
18 O 1.21 -5.13 4.98
19 O -1.16 0.69 -2.93
20 O 3.16 -1.83 -7.91
21 O -4.27 2.93 3.24
22 O 3.10 -6.77 -1.49
23 O 1.02 -1.39 -5.71
24 O -2.55 -3.49 -2.64
25 O -4.96 -1.79 -2.26
26 N -2.45 -1.21 4.64
27 C 2.83 -2.90 0.90
28 C -1.56 0.84 -4.30
29 C 2.29 -0.54 1.62
30 C 2.48 -4.38 0.72
31 C -1.15 1.91 -2.15
32 C -1.84 1.64 5.20
33 C 1.10 -4.57 0.09
34 C 1.45 3.31 1.56
35 C -0.81 2.14 4.14
36 C -1.32 0.56 6.17
37 C -2.59 -0.24 -4.75
38 C 2.65 -5.25 1.97
39 C -1.45 -0.91 5.65
40 C -1.20 1.78 2.67
41 C 1.93 -2.05 1.81
42 C 2.11 -2.39 3.33
43 C -0.01 1.95 -1.12
44 H 1.28 -3.00 3.73
45 H 0.88 -2.13 1.48
46 H 2.71 -6.43 -2.30
47 H 4.90 -7.34 2.77
48 H 4.10 -0.51 -6.09
49 H 1.73 -5.90 5.26
50 H -0.99 2.80 -2.79
51 H -6.43 0.71 4.17
52 H -4.10 4.95 -1.70
53 H -1.82 2.59 2.23
54 H -4.10 3.85 3.04
55 H -1.84 0.65 7.14
56 H 5.63 2.85 -4.52
57 H 0.31 -5.33 5.28
58 H -0.70 3.23 4.22
59 H 3.37 -0.46 1.91
60 H -3.47 0.23 -5.20
61 H -3.99 7.51 -0.42
62 H -0.65 0.77 -4.93
63 H 3.09 -7.72 -1.59
64 H 5.10 0.59 -6.39
65 H -4.35 6.57 -6.19
66 H -0.06 2.98 -0.71
67 H -4.30 11.63 -0.20
68 H 3.01 -3.03 3.44
69 H 3.21 -4.79 -0.02
70 H 1.25 -0.69 -6.32
71 H -3.16 5.94 -6.89
72 H -2.75 1.29 4.68
73 H 2.30 -2.22 -7.72
74 H 7.11 2.56 -4.72
75 H 1.05 -0.97 -4.84
76 H 1.85 -5.05 2.71
77 H -2.33 -0.64 3.80
78 H -4.67 0.09 6.73
79 H 5.94 -6.39 3.34
80 H -1.92 -2.76 -2.56
81 H -2.16 2.50 5.82
82 H -3.98 10.23 0.31
83 H 3.89 -2.77 1.20
84 H -2.85 -3.45 -3.55
85 H 3.77 -2.58 -7.92
86 H 0.98 -3.85 -0.72
87 H -2.90 -0.83 -3.86
88 H 0.94 1.81 -1.67
89 H -2.13 2.06 -1.64
90 H -1.91 4.80 -4.90
91 H -3.40 -1.15 4.98
92 H 2.55 -6.32 1.69
93 H -3.89 2.44 2.50
94 H -1.71 -0.51 0.32
95 H -4.10 -1.44 -2.04
96 H 2.25 -0.26 0.54
97 H -5.04 -1.10 7.62
98 H 6.41 -2.73 -7.16
99 H 2.25 3.37 2.30
100 H -0.24 0.76 6.37
101 H -2.09 -0.94 -5.44
102 H -0.48 -1.27 5.29
103 H 1.08 -5.58 -0.38
104 H 2.28 -1.49 3.93
105 H 6.91 2.30 -8.12
106 H 0.18 1.70 4.36
107 H 5.65 2.66 -7.34
108 H -2.64 -1.14 1.35
109 H -2.02 1.82 -4.46
110 H 5.80 -3.63 -6.09
111 H 2.75 -2.44 -0.11
112 H -4.95 -2.65 -1.83
113 H -5.05 1.38 4.33
114 H -1.70 -1.54 6.53
115 H 1.86 3.55 0.56
116 H -4.21 7.57 1.09
117 H 2.57 -1.92 6.46
118 H 0.29 -4.50 0.83
119 H 3.61 -5.08 2.49
120 H -1.76 0.83 2.69
121 H 0.71 4.11 1.76
122 H -3.24 5.51 -2.82
123 H -3.23 4.13 -4.62
124 H 2.39 -3.41 6.22

ORCA calculation (ωB97M-V/def2-TZVPD) on a structure of composition C21H42N4O15PVY in a non-equilibrium geometry.

Output
**LUMO**: -5.161 eV
**E_tot**: -95131.450 eV
**Net charge**: +1
**Relative energy (zero: lowest compared OMol25 entry of this formula, charge and spin)**: 1840.5 kJ/mol
**HOMO**: -8.6 eV
**HOMO-LUMO gap**: 0.1267 Eh
**2S+1**: 1

Geometry (Å):
1 Y 1.18 -24.09 6.96
2 V 3.28 -27.57 4.21
3 P 0.74 -27.84 7.37
4 O 0.69 -27.01 6.15
5 O 8.66 -15.93 4.72
6 O 2.10 -28.46 7.13
7 O 0.40 -20.24 5.92
8 O 0.64 -26.74 8.46
9 O 13.29 -16.38 1.94
10 O 5.91 -27.32 11.88
11 O 4.85 -27.84 4.27
12 O 2.91 -26.98 2.76
13 O 4.34 -24.29 5.43
14 O 0.12 -23.59 3.05
15 O 12.59 -13.99 2.92
16 O 13.55 -24.26 5.84
17 O 9.50 -18.45 3.78
18 O -0.21 -29.05 7.40
19 N 13.41 -22.03 5.54
20 N 0.15 -23.21 0.78
21 N 5.78 -29.23 9.81
22 N -0.50 -18.22 6.38
23 C 1.46 -22.56 0.60
24 C 11.31 -17.39 2.63
25 C 0.53 -19.05 6.08
26 C 12.12 -22.02 6.26
27 C -0.35 -23.63 1.90
28 C -1.87 -18.68 6.23
29 C 6.52 -26.89 10.63
30 C 14.10 -23.22 5.49
31 C -0.61 -23.43 -0.43
32 C 6.98 -28.25 9.93
33 C 11.80 -14.93 3.00
34 C 7.34 -27.98 8.47
35 C -0.35 -16.78 6.32
36 C 10.52 -14.93 3.69
37 C 12.16 -16.31 2.62
38 C 14.05 -20.69 5.41
39 C 5.16 -23.18 5.24
40 C 6.58 -23.15 5.95
41 C 10.05 -17.44 3.42
42 C 5.32 -26.32 12.68
43 C 9.73 -16.02 3.90
44 H 7.77 -28.75 7.82
45 H -2.47 -18.07 6.92
46 H 11.76 -23.05 6.29
47 H -1.36 -24.06 1.76
48 H 6.42 -22.94 7.01
49 H 14.59 -20.23 6.24
50 H 11.51 -21.47 5.55
51 H 1.47 -18.48 5.98
52 H 12.28 -21.59 7.25
53 H 4.64 -26.79 13.39
54 H 14.85 -20.70 4.67
55 H -1.05 -16.28 6.98
56 H -1.15 -22.54 -0.75
57 H 7.77 -28.75 10.49
58 H -2.08 -19.67 6.64
59 H 6.58 -27.33 8.03
60 H 4.58 -22.33 5.62
61 H 15.16 -23.08 5.23
62 H 10.22 -14.01 4.16
63 H 5.14 -29.15 10.58
64 H 8.21 -27.32 8.41
65 H 1.99 -23.37 0.12
66 H -0.54 -16.41 5.31
67 H -0.09 -23.84 -1.30
68 H 13.35 -19.95 5.02
69 H 4.83 -25.56 12.07
70 H -2.39 -18.64 5.27
71 H 5.32 -28.94 8.96
72 H 6.04 -25.79 13.30
73 H 1.43 -21.68 -0.05
74 H -1.37 -24.19 -0.22
75 H 6.12 -30.18 9.73
76 H 1.78 -22.28 1.61
77 H 5.32 -23.07 4.17
78 H 13.68 -15.50 1.86
79 H 7.35 -26.20 10.80
80 H 7.23 -24.00 5.78
81 H 5.89 -26.33 9.94
82 H 7.18 -22.32 5.56
83 H 0.70 -16.61 6.55
84 H 8.37 -16.80 4.98
85 H 11.60 -18.32 2.17

ORCA calculation (ωB97M-V/def2-TZVPD) on the molecule C7H11NO3 in a non-equilibrium geometry.

Output
**LUMO**: 0.639 eV
**E_tot**: -15065.340 eV
**SMILES**: C[C@@]12C[N+]([O-])=C[C@]1(C)OCO2
**Relative energy (zero: lowest compared OMol25 entry of this formula, charge and spin)**: 511.7 kJ/mol
**HOMO**: -8.7 eV
**HOMO-LUMO gap**: 0.3441 Eh
**2S+1**: 1

Geometry (Å):
1 O -1.55 0.56 3.23
2 O 1.54 -0.84 0.60
3 O -0.17 -1.95 -0.39
4 N -1.00 0.14 2.20
5 C -0.55 -0.61 -0.20
6 C -1.43 -0.23 -1.39
7 C 0.90 -2.11 0.58
8 C 1.35 1.10 -0.61
9 C 0.62 0.19 0.36
10 C 0.19 0.87 1.77
11 C -1.60 -0.44 1.22
12 H 0.38 -2.23 1.50
13 H 1.67 -2.85 0.16
14 H -2.29 -0.92 -1.27
15 H 1.01 0.74 2.41
16 H -1.95 0.77 -1.25
17 H 0.10 1.94 1.92
18 H -2.48 -0.99 1.46
19 H 2.26 1.40 -0.10
20 H 1.24 0.54 -1.63
21 H 0.84 2.12 -0.69
22 H -0.88 -0.55 -2.29

ORCA calculation (ωB97M-V/def2-TZVPD) on the ion C8H7NO5 with charge -2 in a non-equilibrium geometry.

Output
**LUMO**: 6.220 eV
**E_tot**: -20135.254 eV
**Net charge**: -2
**Relative energy (zero: lowest compared OMol25 entry of this formula, charge and spin)**: 72.0 kJ/mol
**HOMO**: 0.2 eV
**HOMO-LUMO gap**: 0.2212 Eh
**2S+1**: 1

Geometry (Å):
1 O -3.15 0.61 -0.83
2 O -2.39 1.58 1.07
3 O -0.80 -1.68 0.93
4 O 0.75 2.94 1.13
5 O -0.29 3.42 -0.77
6 N 0.15 1.09 -0.32
7 C 0.37 -1.49 1.59
8 C 1.54 -0.59 -1.12
9 C 0.44 -1.48 -1.25
10 C 0.17 2.69 0.06
11 C -2.27 0.93 0.04
12 C -0.93 0.34 -0.26
13 C -0.74 -1.11 -0.55
14 C 1.40 0.72 -0.60
15 H 0.53 -2.52 -1.68
16 H 0.85 -0.58 1.33
17 H 2.59 -0.80 -1.48
18 H 0.11 -1.58 2.70
19 H -1.63 -1.55 -0.88
20 H 2.22 1.46 -0.54
21 H 1.08 -2.39 1.42

ORCA calculation (ωB97M-V/def2-TZVPD) on the ion HN2O3S with charge -1 in a non-equilibrium geometry.

Output
**LUMO**: 4.052 eV
**E_tot**: -19972.691 eV
**Net charge**: -1
**Relative energy (zero: lowest compared OMol25 entry of this formula, charge and spin)**: 350.0 kJ/mol
**HOMO**: -4.6 eV
**HOMO-LUMO gap**: 0.3175 Eh
**2S+1**: 1

Geometry (Å):
1 S 1.18 0.64 0.42
2 O 0.80 1.95 1.04
3 O -1.54 -1.16 -1.83
4 O 1.51 -0.44 1.32
5 N -0.58 -0.41 -1.44
6 N -0.44 -0.02 -0.25
7 H -0.93 -0.56 0.74